Entry 1:
{
  "formula": "C5H25NO8S",
  "method": "wB97M-V/def2-TZVPD",
  "smiles": "CSCC[C@H](N)C=O.O.O.O.O.O.O.O",
  "relative_energy_ev": 1.015,
  "total_charge": 0,
  "homo_lumo_gap_ev": 9.28,
  "homo_energy_ev": -9.0,
  "species": ["O", "C", "C", "C", "C", "S", "C", "N", "H", "H", "H", "H", "H", "H", "H", "H", "H", "H", "H", "H", "H", "O", "H", "H", "O", "H", "H", "O", "H", "H", "O", "H", "H", "O", "H", "H", "O", "H", "H", "O"],
  "positions_angstrom": [[-2.06182, 1.49253, 2.39160], [-1.57094, 1.65894, 1.29469], [-0.88376, 0.47316, 0.64543], [-0.19966, 0.98340, -0.64647], [0.98996, 0.06334, -1.12352], [2.64628, 0.55416, -0.54813], [3.58660, -0.92932, 0.10107], [-1.73482, -0.65620, 0.39901], [-1.64065, 2.63610, 0.80789], [-0.12234, 0.15017, 1.37763], [0.19891, 1.98620, -0.49878], [-0.79899, 1.13067, -1.55346], [1.05706, -0.02402, -2.20241], [0.82494, -0.94583, -0.74702], [2.92342, -1.58116, 0.68442], [4.29953, -0.43245, 0.74941], [4.00482, -1.55151, -0.69174], [-1.82305, -1.06561, 1.33212], [-2.61402, -0.64658, -0.09639], [-0.05161, -1.00633, 3.84836], [-1.49303, -0.73065, 3.62564], [-0.80025, -1.36270, 3.32384], [-4.42795, -1.39489, -2.14681], [-3.74877, -0.40633, -3.07162], [-4.31185, -0.43973, -2.27732], [-0.58681, -3.39527, 0.45257], [0.93325, -3.57439, 0.66493], [0.27806, -3.19532, 0.06296], [2.19074, -0.23103, 2.69675], [1.54572, 1.15590, 2.77553], [2.21379, 0.58829, 3.20264], [-1.05765, -1.53078, -1.62280], [-1.88477, -0.36251, -2.20388], [-1.44460, -1.18075, -2.44678], [1.36089, 3.18099, 2.27391], [1.51625, 2.07301, 1.13695], [0.89745, 2.52478, 1.72966], [0.00268, -0.71547, -4.80169], [0.14305, 0.78569, -4.52639], [-0.06624, 0.15055, -5.20889]],
  "forces_ev_per_angstrom": [[-0.078, 0.411, -0.301], [-0.697, -0.861, 1.660], [0.406, 1.523, -2.167], [1.884, -0.424, -0.648], [-0.309, -0.497, 0.429], [0.358, 0.074, 0.501], [-1.540, 0.357, -0.317], [0.623, -1.448, 1.551], [0.063, 0.125, -0.328], [-0.242, 0.054, -0.445], [0.032, 0.098, 0.266], [-0.593, -0.276, 0.589], [-0.235, 0.157, -0.109], [-0.087, -0.092, 0.008], [0.099, 0.317, 0.040], [0.341, -0.344, -0.041], [0.224, 0.432, 0.047], [-0.500, -0.336, -0.644], [-0.046, 0.938, 0.073], [-0.220, -0.487, -0.535], [0.287, -0.559, -0.549], [-0.036, 1.165, 1.076], [0.026, 0.377, -0.005], [-0.399, -0.024, 0.329], [0.310, -0.339, -0.348], [0.364, 0.172, -0.031], [-0.293, 0.023, -0.129], [0.004, -0.164, 0.147], [0.091, 0.054, -0.018], [0.157, -0.159, 0.222], [-0.244, -0.215, 0.063], [-0.365, 0.316, -0.202], [0.041, -0.166, 0.234], [0.310, -0.507, -0.338], [0.084, -0.309, -0.482], [0.528, 0.316, -0.050], [-0.275, 0.290, 0.395], [-0.086, -0.062, 0.266], [0.078, 0.068, 0.275], [-0.064, 0.004, -0.486]]
}

Entry 2:
{
  "formula": "C5H25NO9",
  "method": "wB97M-V/def2-TZVPD",
  "smiles": "C[C@@H](CC=O)NCO.O.O.O.O.O.O.O",
  "relative_energy_ev": 4.127,
  "total_charge": 0,
  "homo_lumo_gap_ev": 9.43,
  "homo_energy_ev": -9.5,
  "species": ["C", "C", "C", "C", "O", "N", "C", "O", "H", "H", "H", "H", "H", "H", "H", "H", "H", "H", "H", "H", "H", "O", "H", "H", "O", "H", "H", "O", "H", "H", "O", "H", "H", "O", "H", "H", "O", "H", "H", "O"],
  "positions_angstrom": [[1.62093, -0.35225, -0.32467], [0.85978, 0.12194, 0.91273], [1.81181, 1.07111, 1.72259], [2.89602, 0.19093, 2.20726], [3.60731, -0.70482, 1.74982], [-0.43770, 0.81108, 0.51841], [-1.73831, 0.21801, 0.70849], [-2.01572, -0.89745, -0.12604], [1.00197, -0.50614, -1.18102], [2.52107, 0.25467, -0.55558], [2.06650, -1.38165, -0.07262], [0.45832, -0.86627, 1.41019], [1.17617, 1.64380, 2.35918], [2.04648, 1.90925, 0.87176], [2.89811, 0.20724, 3.37936], [-0.31953, 1.24540, -0.44930], [-1.63595, -0.07449, 1.79872], [-2.51497, 0.93574, 0.47360], [-1.45071, -0.83116, -0.95967], [-0.80337, -2.16885, 0.71532], [-0.61866, -3.63768, 0.63151], [-0.40662, -2.94099, 1.16881], [-1.21855, -0.59798, 4.24895], [-0.40541, -1.73223, 4.31464], [-1.38054, -1.55268, 4.24335], [1.41135, -1.84834, -3.10876], [0.73847, -0.91893, -3.93375], [0.63909, -1.84969, -3.73175], [-2.24097, -1.31779, -2.83519], [-1.24759, -0.39609, -3.55875], [-2.18392, -0.44101, -3.25925], [-1.56223, 2.27758, 3.83723], [-1.05142, 1.95611, 2.40689], [-1.11027, 1.59499, 3.36655], [-1.13708, 3.09737, -2.62864], [-1.66108, 1.72102, -3.06079], [-0.97442, 2.20605, -2.54291], [1.46433, 1.08041, -3.21276], [0.12818, 1.57838, -3.74082], [0.76914, 0.89539, -3.76309]],
  "forces_ev_per_angstrom": [[1.890, -1.999, 0.864], [-2.444, -1.408, -0.531], [-1.174, 1.048, -4.972], [1.479, -2.006, 3.920], [-1.528, 2.398, -0.492], [1.409, 1.791, -1.875], [1.854, -0.260, 1.057], [1.322, -0.874, -1.416], [-0.556, 0.139, -0.620], [-0.736, -0.086, -0.062], [-0.582, 1.423, -0.493], [1.351, 2.117, -0.050], [0.354, -0.108, 1.593], [0.175, -2.049, 1.891], [0.171, 0.308, -1.374], [-0.392, -0.681, 1.726], [-1.257, -0.216, -1.265], [-0.053, 0.440, 0.500], [-1.191, 0.268, 1.584], [-0.210, -0.562, 0.309], [-0.797, -2.889, -2.013], [0.828, 3.174, 1.676], [-1.085, 0.464, -0.143], [-1.269, -0.932, -0.159], [2.326, 0.605, 0.221], [-0.971, -0.921, -0.516], [-0.520, 0.842, -0.804], [1.459, -0.147, 1.332], [-0.104, 0.505, -0.411], [-0.756, -0.380, 0.215], [0.990, -0.178, 0.060], [-0.501, 0.685, 0.639], [-0.016, -1.081, 2.061], [0.614, 0.383, -2.609], [-0.821, 3.197, -0.273], [0.272, 0.430, 0.885], [-0.413, -3.139, -0.143], [2.417, 1.044, 2.171], [-0.553, 1.238, 0.566], [-0.985, -2.584, -3.050]]
}

Entry 3:
{
  "formula": "C5H26N2O8",
  "method": "wB97M-V/def2-TZVPD",
  "smiles": "CNCCNC(C)=O.O.O.O.O.O.O.O",
  "relative_energy_ev": 2.178,
  "total_charge": 0,
  "homo_lumo_gap_ev": 9.39,
  "homo_energy_ev": -9.3,
  "species": ["C", "C", "N", "C", "C", "N", "C", "O", "H", "H", "H", "H", "H", "H", "H", "H", "H", "H", "H", "H", "H", "H", "O", "H", "H", "O", "H", "H", "O", "H", "H", "O", "H", "H", "O", "H", "H", "O", "H", "H", "O"],
  "positions_angstrom": [[-3.02128, -0.90245, -0.82365], [-2.57990, -0.14592, 0.42036], [-1.23243, -0.16855, 0.76710], [-0.33047, -0.51471, -0.35323], [1.17043, -0.43120, -0.01624], [1.76081, 0.81246, -0.46765], [1.53669, 2.02391, 0.38390], [-3.29954, 0.60731, 1.05562], [-4.10341, -0.92098, -0.72286], [-2.57658, -1.88964, -0.73892], [-2.76624, -0.38836, -1.73687], [-0.91304, 0.66670, 1.23045], [-0.55572, -1.49423, -0.76591], [-0.49640, 0.23924, -1.12756], [1.33353, -0.42516, 1.06391], [1.77695, -1.27939, -0.33366], [1.58847, 1.07246, -1.42870], [2.44970, 2.12919, 0.96462], [0.73054, 1.88947, 1.10536], [1.34093, 2.82514, -0.31379], [5.06055, 0.74842, 0.62569], [3.54737, 0.74847, 0.37802], [4.24120, 0.35584, 0.94207], [-2.46336, 2.67157, -0.11011], [-2.83509, 2.13558, -1.38806], [-2.29983, 2.86864, -1.04749], [3.51070, -2.72275, 1.51841], [4.11679, -1.38234, 1.88986], [3.44873, -2.02856, 2.18266], [0.04842, 2.88210, -1.87852], [0.95295, 3.38506, -3.10914], [0.64010, 2.63930, -2.59633], [0.28241, -2.74411, 1.00810], [0.95949, -3.14184, 2.25647], [0.10605, -3.23512, 1.81750], [-2.41861, -1.11362, 3.78302], [-2.05270, -2.28128, 2.90777], [-2.56846, -2.05967, 3.68883], [-1.29816, 0.18091, -3.22085], [-1.49031, -0.85680, -4.37294], [-1.30127, -0.75511, -3.43723]],
  "forces_ev_per_angstrom": [[-0.577, 0.018, 1.937], [0.860, 1.813, 0.295], [0.275, -1.265, -1.506], [0.575, 0.109, 0.195], [-0.129, 0.832, 0.757], [0.628, 0.832, 0.337], [0.351, -1.679, -0.487], [-0.597, -0.298, -0.224], [-0.060, -0.341, -0.205], [-0.233, -0.187, -0.632], [0.345, -0.098, -0.118], [-0.390, 0.013, 0.431], [-0.246, 0.008, 0.064], [0.076, -0.289, -0.336], [-0.248, -0.212, 0.168], [-0.273, -0.059, -0.522], [-0.180, -0.384, -0.063], [-0.118, 0.826, 0.194], [-0.229, 0.169, -0.130], [0.161, 0.526, 0.442], [0.043, -0.023, 0.073], [-0.114, -0.553, -0.243], [0.346, 0.317, -0.061], [0.252, 0.500, 0.138], [0.088, 0.312, -0.542], [-0.260, -0.896, 0.483], [0.038, -0.063, 0.078], [-0.515, 0.102, 0.058], [0.211, -0.173, -0.164], [-0.276, 0.634, -0.291], [-0.331, 0.374, 0.301], [0.242, -0.998, -0.189], [-0.309, -0.011, -0.122], [-0.029, -0.077, 0.423], [0.313, 0.173, -0.230], [-0.111, 0.018, 0.056], [0.226, -0.211, -0.064], [-0.008, 0.159, -0.036], [0.138, 0.156, -0.419], [0.011, 0.280, -0.066], [0.054, -0.352, 0.219]]
}

Entry 4:
{
  "formula": "C5H26N2O8",
  "method": "wB97M-V/def2-TZVPD",
  "smiles": "C[C@H](CCN)NC=O.O.O.O.O.O.O.O",
  "relative_energy_ev": 0.096,
  "total_charge": 0,
  "homo_lumo_gap_ev": 9.42,
  "homo_energy_ev": -9.2,
  "species": ["O", "C", "N", "C", "C", "C", "N", "C", "H", "H", "H", "H", "H", "H", "H", "H", "H", "H", "H", "H", "H", "H", "O", "H", "H", "O", "H", "H", "O", "H", "H", "O", "H", "H", "O", "H", "H", "O", "H", "H", "O"],
  "positions_angstrom": [[-1.88876, 0.01769, 3.66062], [-1.30411, 0.11763, 2.60255], [0.04084, -0.15939, 2.49184], [0.82734, 0.23206, 1.30525], [1.18542, 1.72603, 1.32493], [1.47251, 2.24751, -0.09242], [0.29333, 2.72442, -0.81783], [2.09002, -0.60629, 1.26170], [-1.82393, 0.37251, 1.67382], [0.57265, -0.25306, 3.34530], [0.19236, 0.03127, 0.43412], [2.05538, 1.88294, 1.97295], [0.37524, 2.31187, 1.76373], [2.20958, 3.05230, -0.05862], [1.95223, 1.48653, -0.71083], [-0.53427, 2.15114, -0.68160], [0.00782, 3.64566, -0.51760], [2.70203, -0.50214, 2.16014], [1.90956, -1.66430, 1.06760], [2.74461, -0.31990, 0.43591], [1.98246, -0.77608, -2.08166], [3.30053, -0.18921, -2.68401], [2.85591, -0.35505, -1.86926], [-3.30618, 1.90936, -1.37654], [-2.76566, 0.64810, -0.68211], [-2.48347, 1.47620, -1.13961], [-1.46336, -3.48816, -1.23415], [-0.83503, -2.78499, 0.03934], [-1.24026, -2.62631, -0.85206], [-0.00343, 1.68276, -2.85907], [-1.41748, 1.12941, -2.53665], [-0.67427, 1.05644, -3.16900], [0.68282, -3.48219, 1.73650], [-0.29765, -2.30116, 2.07255], [-0.23011, -3.16888, 1.63121], [0.02190, -0.47731, -2.93711], [-0.14432, -1.74289, -2.01270], [0.43647, -1.33553, -2.69142], [-3.95079, -1.30067, 0.23007], [-2.45686, -1.49517, -0.31851], [-3.09108, -0.87318, 0.11265]],
  "forces_ev_per_angstrom": [[-0.177, 0.100, -0.184], [0.508, -0.261, 1.054], [-0.180, -0.042, -0.941], [-0.071, 0.228, 0.566], [0.175, 0.010, -0.259], [0.023, 0.152, -0.047], [-0.121, 0.076, -0.192], [0.556, -0.276, -0.672], [0.214, 0.050, -0.191], [-0.271, 0.071, 0.213], [0.113, -0.049, -0.032], [-0.011, -0.122, -0.017], [-0.103, -0.023, -0.044], [-0.170, 0.136, 0.059], [-0.045, -0.209, 0.185], [0.208, -0.145, 0.049], [0.158, 0.156, 0.103], [-0.257, 0.027, 0.222], [-0.213, -0.013, 0.227], [-0.195, 0.242, -0.025], [0.476, 0.181, -0.263], [0.292, 0.059, -0.901], [-0.681, -0.281, 1.042], [-0.067, 0.178, -0.070], [0.008, 0.215, -0.119], [-0.241, -0.411, 0.294], [0.109, 0.272, 0.238], [-0.040, -0.391, -0.375], [-0.015, -0.120, 0.285], [-0.232, 0.131, 0.209], [0.309, 0.221, -0.122], [-0.042, -0.070, -0.233], [-0.418, 0.308, 0.030], [0.317, -0.192, 0.059], [0.062, 0.034, -0.023], [-0.093, -0.128, 0.028], [0.350, 0.282, -0.535], [-0.123, -0.308, 0.460], [0.451, -0.017, -0.136], [-0.623, -0.128, 0.135], [0.063, 0.056, -0.078]]
}

Entry 5:
{
  "formula": "C5H26N3O8",
  "method": "wB97M-V/def2-TZVPD",
  "relative_energy_ev": 2.983,
  "total_charge": 1,
  "homo_lumo_gap_ev": 9.11,
  "homo_energy_ev": -11.7,
  "species": ["C", "C", "C", "C", "N", "C", "N", "N", "H", "H", "H", "H", "H", "H", "H", "H", "H", "H", "H", "H", "O", "H", "H", "O", "H", "H", "O", "H", "H", "O", "H", "H", "O", "H", "H", "O", "H", "H", "O", "H", "H", "O"],
  "positions_angstrom": [[-1.43927, -1.26323, -2.77262], [-2.40793, -0.13154, -2.30745], [-1.92969, 0.26144, -0.93156], [-1.68463, 1.60434, -0.52400], [-1.34107, 1.54957, 0.83372], [-1.31134, 0.18721, 1.20584], [-1.71180, -0.56447, 0.20219], [-0.12605, -0.86220, -3.15000], [-1.42025, -2.05357, -1.90032], [-1.92716, -1.67123, -3.64935], [-2.50313, 0.62315, -3.07645], [-3.45070, -0.31408, -2.21718], [-1.67320, 2.59034, -1.12970], [-0.78004, 2.16561, 1.47667], [-1.02165, -0.08346, 2.20272], [-2.01989, -1.54329, 0.27669], [0.18810, -0.17445, -2.57305], [0.26363, -0.90442, -4.06079], [0.30587, -2.15902, 2.77020], [0.84668, -2.09523, 1.18662], [0.01894, -2.18595, 1.82558], [0.60459, 1.19647, 3.39406], [1.64128, 0.61879, 2.22291], [0.71799, 1.01532, 2.39008], [0.93961, 2.50960, 1.43888], [1.28068, 3.97537, 1.10092], [0.67378, 3.22907, 0.83982], [3.69291, 0.14991, -1.13461], [2.38333, 0.91690, -0.79790], [3.08617, 0.34388, -0.42935], [1.73172, -0.93102, -0.24925], [1.77065, -2.37138, -0.83606], [1.90150, -1.91261, 0.02464], [1.23063, 2.58993, -2.06766], [0.96163, 2.39235, -0.54512], [1.10080, 1.94915, -1.36000], [-2.96072, -3.15532, 0.87775], [-1.36795, -3.17033, 1.07841], [-2.07629, -3.17493, 0.46070], [3.44987, -0.55226, 2.59206], [3.47778, 0.22138, 1.39016], [3.23278, 0.28853, 2.37437]],
  "forces_ev_per_angstrom": [[-1.727, -1.680, 0.345], [1.579, -0.686, 0.933], [-0.009, 4.174, 0.668], [0.046, -0.964, -0.355], [0.640, -3.401, 0.734], [-1.097, 3.145, -0.608], [-0.463, 2.292, -1.460], [-0.733, -1.525, 0.209], [-0.068, 1.134, -1.821], [0.009, -0.742, -0.006], [1.008, 0.953, 0.270], [-0.976, -1.568, 0.120], [-0.125, -2.154, 1.283], [-1.454, -0.355, -1.630], [-0.337, -0.460, -0.423], [0.640, -0.616, -0.109], [1.563, 2.427, 1.428], [-0.364, 0.004, -0.593], [-0.080, -0.202, -1.345], [-1.461, -0.409, 1.297], [1.549, 0.092, 0.338], [0.853, -0.555, -2.483], [-0.645, 0.413, 1.089], [0.841, 0.567, 2.478], [0.150, -0.260, 0.404], [-0.962, -0.927, -0.519], [1.364, 1.796, 0.787], [0.409, -0.126, -0.479], [0.235, 0.420, -0.354], [-0.364, 0.460, 0.570], [0.968, -2.434, 0.726], [0.037, 0.100, 0.844], [-0.979, 1.720, -1.576], [0.017, 0.031, 0.247], [-0.380, 1.553, 1.370], [0.574, -1.690, -2.249], [0.965, -0.488, 0.112], [1.102, -0.022, 1.634], [-2.430, 0.097, -1.572], [0.986, -4.286, 1.909], [-0.501, 0.834, 1.214], [-0.378, 3.336, -3.429]]
}